1.
15
Properties=species:S:1:pos:R:3 method="wB97M-V/def2-TZVPD" gap_ev=9.130 de_lowest_kcal_mol=28.7 homo_energy_ev=-12.91 charge=+1 spin_multiplicity=1 total_energy_ha=-610.091647 max_force_ev_per_a=4.5
C -0.3495 -0.7459 -0.0429
C -1.4045 -0.1092 0.9877
S -1.2515 -1.2454 2.4170
N -0.5327 -0.0197 -1.3279
H 0.5711 -0.4334 0.3207
H -0.5901 -1.8106 -0.0051
H -1.0726 0.9251 1.3029
H -2.4732 -0.1879 0.6701
H 0.0598 -1.5381 2.6347
H -1.3325 -0.3864 -1.8297
H -0.7374 1.0087 -1.2104
H 0.3941 -0.1678 -1.9384
H 2.7657 1.9969 0.0191
H 3.4137 1.3479 -1.2191
O 2.5395 1.3659 -0.7787

=====

2.
107
Properties=species:S:1:pos:R:3 method="wB97M-V/def2-TZVPD" gap_ev=7.976 homo_energy_ev=-10.69 charge=+1 spin_multiplicity=1 total_energy_ha=-2545.747726 max_force_ev_per_a=1.7
C -3.3074 0.9646 1.5508
N -3.3165 -0.3654 2.2209
C -2.0271 -0.9745 2.0872
N -2.0031 -2.4263 2.5509
S -3.4943 -3.0117 3.3565
C -1.5898 -3.3942 1.4769
C -2.3969 -3.3041 0.2101
C -1.8613 -4.3456 -0.7546
F -3.7368 -3.5773 0.4497
H -4.3214 1.2696 1.3328
H -2.7141 0.9479 0.6449
H -2.8654 1.7013 2.2112
H -3.4506 -0.1448 3.2015
H -1.3275 -0.4311 2.7260
H -1.6538 -0.8683 1.0827
H -1.2878 -2.4730 3.2729
H -3.0823 -2.8243 4.6257
H -0.5672 -3.1485 1.2176
H -1.6328 -4.4086 1.8437
H -2.3204 -2.3387 -0.2854
H -2.0816 -5.3160 -0.3165
H -0.7839 -4.2914 -0.8651
H -2.3547 -4.2848 -1.7133
C 0.3850 1.5336 3.6090
O -0.8424 1.4115 3.7085
N 0.9999 2.3187 2.7395
C 2.4547 2.4129 2.6859
C 0.2004 3.1070 1.8156
H 1.0803 0.9799 4.2576
H 2.7533 3.4471 2.8693
H 2.8015 2.1079 1.7052
H 2.8997 1.7772 3.4374
H -0.4612 3.7738 2.3725
H -0.4162 2.4497 1.2011
H 0.8569 3.6843 1.1735
C 3.2083 3.5929 -1.3719
O 2.6768 3.2114 -0.3374
N 4.5262 3.6978 -1.5568
C 5.1026 4.1629 -2.8084
C 5.4101 3.3347 -0.4613
H 2.6206 3.8910 -2.2564
H 5.7435 3.3845 -3.2276
H 5.6902 5.0614 -2.6279
H 4.3159 4.3968 -3.5217
H 5.2502 2.2926 -0.1816
H 5.1993 3.9568 0.4095
H 6.4433 3.4759 -0.7657
C 4.7415 -0.5819 3.6706
O 4.0399 -0.0966 2.8003
N 4.7128 -1.8731 4.0484
C 5.5748 -2.3898 5.0958
C 3.7892 -2.7709 3.3822
H 5.4752 0.0168 4.2340
H 6.2150 -3.1789 4.6979
H 4.9722 -2.7977 5.9095
H 6.2018 -1.5935 5.4891
H 4.0001 -2.7987 2.3125
H 2.7646 -2.4175 3.5187
H 3.8873 -3.7705 3.7976
C -2.4017 -4.9404 -5.3634
O -1.7400 -4.8484 -4.3432
N -3.6548 -4.4809 -5.5092
C -4.3930 -4.6209 -6.7527
C -4.2923 -3.8225 -4.3835
H -2.0103 -5.4234 -6.2739
H -4.6624 -3.6339 -7.1328
H -5.3041 -5.1964 -6.5787
H -3.7865 -5.1326 -7.4971
H -3.7108 -2.9484 -4.0850
H -4.3467 -4.5053 -3.5341
H -5.2958 -3.5135 -4.6618
C -7.3851 -6.7570 -8.0910
O -7.6986 -6.2802 -7.0158
N -6.9937 -8.0288 -8.2855
C -6.6264 -8.5314 -9.5957
C -6.9417 -8.9231 -7.1406
H -7.3923 -6.1609 -9.0202
H -7.2811 -9.3582 -9.8763
H -5.5937 -8.8854 -9.5847
H -6.7196 -7.7424 -10.3385
H -7.9283 -9.0020 -6.6840
H -6.2511 -8.5321 -6.3925
H -6.6102 -9.9072 -7.4609
C 4.4626 8.3504 -2.3811
O 5.2204 7.4193 -2.5829
N 3.4250 8.3248 -1.5252
C 2.5573 9.4711 -1.3327
C 3.1708 7.1078 -0.7737
H 4.5695 9.3170 -2.9008
H 2.5890 9.7934 -0.2903
H 1.5296 9.2102 -1.5924
H 2.8806 10.2950 -1.9647
H 4.0419 6.8616 -0.1647
H 2.9913 6.2816 -1.4610
H 2.3044 7.2433 -0.1320
C 2.7962 3.3921 7.1385
O 2.9761 2.6557 6.1836
N 1.6497 4.0493 7.3872
C 1.4810 4.9103 8.5422
C 0.5514 3.8761 6.4535
H 3.5771 3.5791 7.8944
H 0.6642 4.5432 9.1662
H 1.2515 5.9276 8.2200
H 2.3941 4.9268 9.1328
H 0.2859 2.8195 6.4010
H 0.8644 4.1994 5.4593
H -0.3107 4.4553 6.7724

=====

3.
103
Properties=species:S:1:pos:R:3 method="wB97M-V/def2-TZVPD" gap_ev=8.697 homo_energy_ev=-9.73 spin_multiplicity=1 total_energy_ha=-6179.560405 max_force_ev_per_a=5.4
Rb -0.0004 -3.9550 -0.0984
Rb 1.3861 1.6922 0.2817
S -0.9793 -0.6684 0.1973
O -1.8195 -1.7858 -0.2137
O -1.6015 0.1337 1.2920
O 0.2814 -1.2481 0.7770
O -0.5454 0.2051 -0.9196
C 4.8486 -4.7436 -0.4351
C 4.4915 -4.1527 -1.8426
O 4.1237 -2.7924 -1.7037
C 3.0283 -2.3051 -2.2857
O 2.0804 -3.0120 -2.7118
O 3.2155 -0.9320 -2.4057
C 2.2357 -0.1947 -3.1591
H 5.3748 -5.6837 -0.6012
H 4.0094 -4.9538 0.2280
H 5.6191 -4.0971 -0.0150
H 3.6412 -4.6994 -2.2502
H 5.4197 -4.3253 -2.3873
H 2.5494 0.8238 -3.3882
H 1.2778 -0.1045 -2.6468
H 1.9316 -0.7753 -4.0300
C 8.6268 -0.1031 0.7517
C 7.1446 -0.1913 0.3777
O 6.4137 -1.1320 1.1281
C 5.1030 -0.9181 1.4328
O 4.4316 0.0952 1.2235
O 4.5131 -2.1190 1.7339
C 3.0886 -2.2484 1.8515
H 9.1862 0.5312 0.0639
H 9.0299 -1.1085 0.8735
H 8.5923 0.3970 1.7196
H 7.1314 -0.3282 -0.7036
H 6.7534 0.7998 0.6075
H 2.7013 -1.3057 2.2381
H 2.8227 -2.9807 2.6138
H 2.6312 -2.3915 0.8725
C -0.9073 -1.7188 -3.7016
C -1.9829 -0.7091 -3.9916
O -3.0598 -1.4484 -4.6188
S -3.2132 -2.9490 -3.9221
O -3.6084 -4.0530 -4.7916
O -3.7015 -2.8208 -2.5338
O -1.5423 -2.9647 -3.8484
H -0.4989 -1.5723 -2.7017
H -0.0950 -1.7157 -4.4283
H -1.5791 0.0276 -4.6862
H -2.3903 -0.2807 -3.0758
C -4.3445 0.7976 -0.8087
C -5.4863 -0.0843 -1.3379
O -5.5680 0.2433 -2.6598
S -5.3179 1.8231 -2.9634
O -6.6293 2.4763 -2.9449
O -4.4712 2.0484 -4.1098
O -4.5158 2.0330 -1.5074
H -3.3500 0.4082 -1.0265
H -4.5337 1.0826 0.2262
H -6.4656 0.0188 -0.8706
H -5.1699 -1.1057 -1.1268
C -1.5151 3.4061 -3.7440
C -1.0750 3.1651 -2.2681
O 0.3675 3.0677 -2.4230
S 1.0488 3.8381 -3.7158
O 1.7056 2.9801 -4.7410
O 1.6908 5.0980 -3.3154
O -0.4990 4.2144 -4.2470
H -2.4700 3.9308 -3.7112
H -1.6166 2.4652 -4.2849
H -1.5809 2.2532 -1.9510
H -1.3984 3.8582 -1.4915
C -2.4964 -2.4457 3.4318
C -3.6725 -1.6679 2.9020
O -4.6947 -2.0158 3.8468
S -4.0442 -2.1772 5.3809
O -4.4489 -3.4412 6.0062
O -4.2363 -0.8655 6.1323
O -2.4412 -2.2394 4.8191
H -1.6434 -2.0417 2.8866
H -2.4894 -3.5228 3.2648
H -4.0341 -1.9675 1.9183
H -3.3897 -0.6203 3.0048
C -1.7758 3.5241 1.5366
C -2.9105 4.0828 0.6960
O -2.3990 5.3371 0.2512
S -1.1484 5.9358 1.1948
O -1.5455 6.6278 2.4422
O -0.1940 6.6243 0.3443
O -0.6982 4.4121 1.4919
H -1.4496 2.5433 1.1904
H -2.0043 3.5995 2.5997
H -3.8090 4.1293 1.3114
H -3.1980 3.3444 -0.0526
C 0.7209 -0.0629 3.8763
C -0.4622 0.9507 3.9949
O -0.0790 1.6439 5.1866
S 0.6708 0.6322 6.2876
O -0.3061 0.2313 7.2891
O 1.9830 1.1052 6.6633
O 0.8320 -0.5693 5.1422
H 1.6609 0.3778 3.5440
H 0.6226 -0.8041 3.0832
H -1.4443 0.4815 4.0523
H -0.4402 1.6223 3.1367

=====

4.
61
Properties=species:S:1:pos:R:3 method="wB97M-V/def2-TZVPD" gap_ev="4.605 / 5.052" de_lowest_kcal_mol=30.1 homo_energy_ev="-16.73 / -16.73" charge=+3 s2=0.764 spin_multiplicity=2 total_energy_ha=-4263.271535 max_force_ev_per_a=3.1
Re 1.3432 0.1134 -1.2610
C -3.7772 3.9708 1.9110
C -2.7536 3.6309 0.8799
C -2.1792 4.6103 0.0661
C -1.1691 4.2707 -0.8243
C -0.7817 2.9550 -0.8826
Br 0.7317 2.5001 -1.9894
N -1.3511 1.9836 -0.1776
C -2.3245 2.3233 0.6883
H -3.3462 4.6587 2.6408
H -4.1325 3.0898 2.4403
H -4.6275 4.4835 1.4595
H -2.5112 5.6395 0.1285
H -0.6967 5.0151 -1.4521
H -2.7765 1.5023 1.2315
C 4.5367 2.1599 1.0876
C 3.2672 1.8853 0.5802
N 2.9233 0.6863 0.1181
C 3.8470 -0.3169 0.1779
C 5.1409 -0.1345 0.6863
C 5.4806 1.1598 1.1289
C 6.0353 -1.2466 0.7351
C 5.6358 -2.4754 0.3263
C 4.3201 -2.6845 -0.1924
C 3.8452 -3.9424 -0.6190
C 2.5580 -4.0593 -1.0990
C 1.7495 -2.9336 -1.1790
N 2.1788 -1.7180 -0.8096
C 3.4447 -1.5974 -0.2926
H 4.7576 3.1554 1.4456
H 2.5116 2.6603 0.5645
H 6.4797 1.3535 1.5000
H 7.0355 -1.0921 1.1189
H 6.3094 -3.3209 0.3811
H 4.4921 -4.8091 -0.5554
H 2.1719 -5.0122 -1.4319
H 0.7389 -2.9973 -1.5582
C -4.4256 -0.9990 -3.5027
C -3.1116 -1.0393 -3.9413
C -2.0850 -0.6656 -3.0859
C -2.3630 -0.2597 -1.7773
C -3.6943 -0.2110 -1.3497
C -4.7153 -0.5824 -2.2088
Si -0.9932 0.0918 -0.5288
C -1.3641 -0.7736 1.0903
C -2.1077 -1.9576 0.9997
C -2.4862 -2.6309 2.1502
C -2.0979 -2.1509 3.3949
C -1.3408 -0.9897 3.4943
C -0.9620 -0.3096 2.3486
H -5.2276 -1.2876 -4.1686
H -2.8746 -1.3673 -4.9446
H -1.0636 -0.6983 -3.4440
H -3.9469 0.1047 -0.3433
H -5.7401 -0.5563 -1.8632
H 0.7543 -0.5865 -2.5945
H -2.4015 -2.3489 0.0338
H -3.0792 -3.5322 2.0723
H -2.3722 -2.6960 4.2883
H -1.0434 -0.6147 4.4646
H -0.3660 0.5930 2.4433

=====

5.
20
Properties=species:S:1:pos:R:3 method="wB97M-V/def2-TZVPD" smiles=CCSC.CC gap_ev=9.394 de_lowest_kcal_mol=19.9 homo_energy_ev=-8.46 spin_multiplicity=1 total_energy_ha=-597.045617 max_force_ev_per_a=1.9
C 0.2393 -0.0497 -0.8450
C 1.6931 -0.4321 -0.6937
C 0.7693 2.5933 -0.4739
S 0.0530 1.5383 -1.7157
H -0.3183 -0.8156 -1.3914
H -0.4024 0.1370 0.0198
H 2.1688 -0.5281 -1.6674
H 1.8387 -1.4022 -0.2022
H 0.6241 3.6616 -0.6489
H 0.5126 2.4781 0.5846
H 1.8609 2.5002 -0.5178
H 2.2020 0.2387 -0.0015
C -1.7531 -1.9552 2.9606
C -1.0855 -2.8527 1.8536
H -2.8315 -1.9941 3.0389
H -1.1318 -2.2602 3.8037
H -1.4855 -0.8954 2.9072
H -0.3225 -3.4622 2.3366
H -0.4836 -2.1924 1.2304
H -1.8067 -3.4437 1.3000

=====

6.
30
Properties=species:S:1:pos:R:3 method="wB97M-V/def2-TZVPD" gap_ev=4.609 homo_energy_ev=0.18 charge=-2 spin_multiplicity=1 total_energy_ha=-5125.473201 max_force_ev_per_a=1.3
Cu 0.4795 -1.5104 0.5676
N 0.2300 1.0809 0.7028
C -0.4110 1.0837 2.0120
C 0.4992 0.2708 2.9630
O 0.8650 0.7589 4.0492
N 0.7991 -0.8857 2.4347
C 1.8796 -1.6814 2.9452
C 2.8433 -2.0321 1.7779
O 4.0172 -2.2951 2.0498
O 2.3517 -2.0507 0.6082
H 1.1844 1.4154 0.7872
H -0.2767 1.6508 0.0319
H -1.3817 0.5927 1.9112
H -0.5635 2.0975 2.4235
H 1.4992 -2.6349 3.3436
H 2.4251 -1.1717 3.7500
Br 0.1820 -2.3121 -2.4371
C -0.4600 -0.5204 -2.5091
C 0.0005 0.2621 -3.5491
C -0.5130 1.5356 -3.7424
C -1.5419 1.9866 -2.9171
C -1.9937 1.1896 -1.8912
C -1.4402 -0.0702 -1.6243
C -2.0187 -0.8698 -0.4692
O -3.1709 -0.5767 -0.1195
O -1.3085 -1.7980 0.0190
H 0.7504 -0.1307 -4.2214
H -0.1307 2.1575 -4.5422
H -1.9919 2.9547 -3.1067
H -2.8043 1.5029 -1.2486

=====

7.
38
Properties=species:S:1:pos:R:3 method="wB97M-V/def2-TZVPD" gap_ev=5.513 homo_energy_ev=-3.29 charge=-1 spin_multiplicity=1 total_energy_ha=-1758.314685 max_force_ev_per_a=3.2
C 1.3764 -0.4712 0.7001
C 0.6755 -0.8476 -0.5950
O 0.7005 -0.0696 -1.4866
O 0.0710 -2.0090 -0.7893
C -0.6155 -2.5664 0.3974
C -1.7045 -1.7140 1.0022
P -2.8901 -1.3351 -0.2952
O -3.1428 -2.5212 -1.1193
O -2.4128 -0.1283 -1.3008
O -4.2868 -0.9094 0.4554
H 1.0585 0.5350 0.9371
H 1.1760 -1.1400 1.5298
H 2.4456 -0.4106 0.4841
H -1.1095 -3.4672 0.0388
H 0.1025 -2.9120 1.1494
H -1.2654 -0.7807 1.3900
H -1.9433 0.5641 -0.8197
H -4.1146 -0.2364 1.1267
C -0.2387 0.5577 -5.7022
C 0.9823 0.7557 -4.8470
O 1.4760 2.0128 -5.2970
C 0.3944 2.7165 -5.7338
O 0.3900 3.8858 -5.9327
O -0.6800 1.9056 -5.9071
F 1.9197 -0.1953 -5.0921
H 0.0000 0.1040 -6.6662
H -1.0035 -0.0378 -5.2092
H 0.7774 0.8006 -3.7753
C 1.7755 0.0659 5.4458
C 1.1601 1.3675 5.8924
O 0.7303 1.9423 4.6768
C 0.4540 0.8980 3.8276
O -0.1666 0.9884 2.8314
O 0.9911 -0.2602 4.3005
F 2.0828 2.1851 6.4663
H 2.8199 0.1849 5.1513
H 1.7071 -0.7144 6.2007
H 0.3073 1.2567 6.5649

=====

8.
11
Properties=species:S:1:pos:R:3 method="wB97M-V/def2-TZVPD" smiles="Cl[SiH2]Br.C=C" gap_ev=10.861 de_lowest_kcal_mol=43.0 homo_energy_ev=-10.13 spin_multiplicity=1 total_energy_ha=-3403.522960 max_force_ev_per_a=2.8
C 0.8650 -0.6496 0.9769
C 1.7188 -0.7827 -0.0024
Si -1.5685 0.8285 -0.4668
Cl -0.4565 2.4548 -0.0125
Br -0.8635 -0.1384 -2.3234
H 0.5187 0.2756 1.4408
H 0.1821 -1.4558 1.3324
H 2.4731 -0.1614 -0.2852
H 1.6571 -1.7352 -0.4571
H -1.6224 -0.2311 0.4813
H -2.9038 1.5952 -0.6840

=====

9.
59
Properties=species:S:1:pos:R:3 method="wB97M-V/def2-TZVPD" gap_ev=9.518 de_lowest_kcal_mol=439.2 homo_energy_ev=-9.05 spin_multiplicity=1 total_energy_ha=-1299.747015 max_force_ev_per_a=17.8
C 2.5782 4.0424 2.3895
H 2.7507 4.5267 1.3794
H 1.8235 4.3131 2.9310
C 2.3406 2.5796 1.9938
N 1.3030 2.5951 0.9448
C 0.9610 1.6275 0.3013
O 1.5669 0.7049 0.3240
C -0.0636 1.6822 -0.6649
N -0.5704 0.4191 -1.0459
C -2.0177 0.1623 -1.1308
O -2.8050 0.9015 -0.6178
C -2.2385 -1.2582 -1.4686
N -1.2373 -2.1002 -1.9157
C -0.7214 -2.8783 -0.6186
O 0.1357 -3.7986 -0.8968
O -1.0584 -2.0907 0.5369
C -0.4448 -2.5283 1.5867
C -0.9131 -3.9374 2.0936
H -0.4022 -4.4854 3.0235
H -2.0174 -4.0006 2.2700
H -0.4631 -4.7285 1.2952
C 1.1048 -2.5382 1.7671
H 1.4507 -1.7177 1.2306
H 1.5120 -2.6484 2.6930
H 1.7324 -3.5963 0.9511
C -0.8578 -1.6644 2.6915
H -1.9445 -1.4428 2.6042
H -0.4322 -0.7449 2.5306
H -0.5212 -1.7330 3.7759
C -1.3518 -2.7124 -3.0770
C -2.6237 -2.5814 -3.5349
H -3.2345 -3.2613 -3.2904
C -3.0557 -1.1874 -2.9257
H -2.5553 -0.2360 -3.5979
H -4.0942 -0.8913 -2.9188
H -2.7385 -2.6064 -4.5320
H -0.3894 -2.2791 -3.7511
H -1.2132 -3.7236 -2.8777
H -3.1118 -1.6393 -0.7711
H -0.0074 -0.2921 -0.9508
H -1.1952 2.2675 -0.1533
C 0.0917 2.6723 -1.6523
C 1.3897 2.0138 -2.6062
H 1.0944 1.0386 -3.0244
H 1.7362 2.5072 -3.4536
H 2.1823 1.7828 -2.1469
C 0.4538 4.0267 -1.6214
H -0.3797 4.4688 -1.1041
H 1.5576 3.9434 -0.9337
H 0.7162 4.6432 -2.2855
H -0.6350 2.4952 -2.5266
H 0.5873 3.2362 1.2070
H 3.1903 1.9118 1.4594
C 1.8976 1.8501 3.2932
O 1.5830 2.3404 4.3366
N 1.9034 0.4517 3.2964
H 2.2674 0.1414 2.1645
H 1.8221 -0.0648 3.9798
H 3.5615 4.0209 3.0444

=====

10.
18
Properties=species:S:1:pos:R:3 method="wB97M-V/def2-TZVPD" gap_ev="8.839 / 8.839" de_lowest_kcal_mol=104.8 homo_energy_ev="-13.67 / -13.67" charge=+1 spin_multiplicity=1 total_energy_ha=-360.408077 max_force_ev_per_a=5.6
C 0.4348 1.9944 0.3668
C 1.4372 -0.9015 -0.5932
C -1.1167 0.1879 -0.0349
C 1.9400 -1.5012 0.6973
C -2.4902 -0.0736 -0.5591
N 1.4248 1.4071 -0.1711
N 1.3931 0.3184 -0.8340
N -0.9213 1.4340 0.2490
H 0.4715 3.0163 0.7747
H 1.3115 -1.5486 -1.5091
H -0.3225 -0.5134 0.2179
H 2.0845 -0.8434 1.5318
H 2.9085 -1.8450 0.4608
H 1.4920 -2.3831 1.0245
H -3.0362 0.7899 -0.5729
H -2.8684 -0.8224 0.0460
H -2.5017 -0.7652 -1.4014
H -1.6408 2.0495 0.3069

=====

11.
14
Properties=species:S:1:pos:R:3 method="wB97M-V/def2-TZVPD" smiles="[H]/N=N/CNC.N#N" gap_ev=9.477 de_lowest_kcal_mol=43.2 homo_energy_ev=-8.52 spin_multiplicity=1 total_energy_ha=-354.122591 max_force_ev_per_a=3.9
C 0.5942 0.8608 0.4242
C -0.3742 -1.3765 0.5609
N -0.4979 -0.0120 0.0962
N -2.4494 1.0016 0.3479
N 1.7864 0.7898 -0.3980
N -2.6870 1.1586 -0.7321
N 1.7082 0.0480 -1.3897
H -0.8558 0.1284 -0.9490
H 2.6394 -0.0212 -1.8247
H 0.2652 1.9053 0.3291
H 0.9193 0.7086 1.4580
H 0.5162 -1.8803 0.1662
H -1.2575 -1.9373 0.2606
H -0.3072 -1.3738 1.6505